--- i ---
Density functional theory data (ωB97M-V/def2-TZVPD) for a structure of composition C3H4NS.

Element x y z (Å)
C: 1.025 1.016 -0.501
C: -0.099 0.245 0.895
C: -0.338 -0.627 -0.615
N: 0.743 1.408 0.578
S: 0.971 0.061 -1.832
H: -1.237 0.381 1.152
H: 0.468 -0.367 1.532
H: -0.113 -1.640 -0.302
H: -1.421 -0.478 -0.906

M	86.14	g/mol
total charge	+1



--- ii ---
Density functional theory data (ωB97M-V/def2-TZVPD) for the ion C3H4NS with charge +1.

Element x y z (Å)
C: -2.116 -0.535 0.078
N: -1.043 -0.107 0.156
C: 0.167 0.613 0.064
C: 1.465 -0.232 0.105
S: 2.088 -0.752 -1.237
H: -2.931 -1.206 -0.091
H: 0.282 1.474 0.712
H: 0.170 1.031 -0.937
H: 1.920 -0.286 1.150

M	86.14	g/mol
SMILES	C#[N+]CC=S
total charge	+1



ii wins, 0.0513 hartree ahead of the next structure.



--- i ---
Density functional theory data (ωB97M-V/def2-TZVPD) for a structure of composition C6H14NO.

Element x y z (Å)
C: -1.859 -0.713 1.455
C: -1.697 -0.657 -0.048
C: 1.958 -0.143 -1.564
C: 2.111 -0.422 -0.152
C: 2.842 0.986 0.466
N: -0.858 0.428 -0.540
C: -2.711 0.438 -0.633
O: -4.027 0.094 -0.473
H: -1.534 0.244 1.889
H: -1.235 -1.466 1.928
H: -2.853 -0.995 1.774
H: -1.426 -1.579 -0.547
H: 2.579 0.579 -2.094
H: 1.743 -0.808 -2.399
H: 2.708 -1.217 0.341
H: 1.258 -0.606 0.565
H: 2.157 1.804 0.263
H: 2.887 0.770 1.535
H: 3.817 0.977 -0.001
H: 0.110 0.220 -0.855
H: -2.626 1.313 -1.275
H: -3.345 0.752 0.368

M	116.18	g/mol
multiplicity	2



--- ii ---
Density functional theory data (ωB97M-V/def2-TZVPD) for a structure of composition C6H14NO.

Element x y z (Å)
C: 1.863 -0.625 -0.649
C: 2.609 0.657 -0.230
C: 0.902 -1.060 0.495
N: 0.072 0.014 1.019
C: -1.927 1.374 0.910
C: -1.056 0.318 0.187
C: -1.954 -0.767 -0.869
O: -3.176 -0.636 -0.536
H: 1.151 -0.376 -1.439
H: 2.488 -1.459 -0.947
H: 3.151 1.074 -1.077
H: 3.355 0.433 0.533
H: 1.895 1.348 0.198
H: 1.500 -1.463 1.312
H: 0.311 -1.887 0.105
H: -0.989 -0.574 1.097
H: -1.440 1.688 1.828
H: -2.931 1.017 1.080
H: -1.973 2.226 0.239
H: -0.670 0.902 -0.655
H: -1.495 -1.753 -0.717
H: -1.683 -0.451 -1.883

M	116.18	g/mol
multiplicity	2



ii wins, 0.1990 hartree ahead of the next structure.



--- i ---
Density functional theory data (ωB97M-V/def2-TZVPD) for a structure of composition C3H12OSSi2.

Element x y z (Å)
C: -1.782 1.099 -1.106
C: -1.595 0.076 1.741
C: -0.298 -1.654 -0.590
O: 0.738 0.990 0.285
Si: 3.042 0.650 0.414
Si: -0.601 0.195 0.092
S: 3.813 -0.353 -1.250
H: -1.672 0.788 -2.050
H: -2.861 1.137 -0.798
H: -1.506 2.070 -0.921
H: -2.457 0.651 1.870
H: -1.826 -1.012 1.818
H: -0.926 0.137 2.557
H: -1.146 -2.037 -1.137
H: 0.525 -1.520 -1.291
H: -0.080 -2.315 0.199
H: 3.129 2.047 0.447
H: 2.977 -0.477 1.337
H: 2.525 -0.470 -1.617

M	152.37	g/mol



--- ii ---
Density functional theory data (ωB97M-V/def2-TZVPD) for a cluster of 2 separate species, C3H12OSSi2 in total.

Element x y z (Å)
C: -0.291 -1.760 0.460
Si: 0.640 -0.041 0.222
C: 2.480 0.181 0.451
C: 0.396 0.710 -1.461
O: -0.099 0.993 1.267
H: -1.160 -1.562 1.236
H: -0.738 -2.183 -0.393
H: 0.424 -2.437 0.949
H: 3.039 0.304 -0.524
H: 2.673 1.071 0.946
H: 3.119 -0.710 0.922
H: 0.349 1.795 -1.482
H: 1.129 0.251 -2.114
H: -0.580 0.464 -1.674
H: 0.447 1.029 2.046
Si: -2.923 0.581 -0.179
S: -3.652 -1.279 -0.530
H: -2.544 1.532 -1.278
H: -2.708 1.063 1.134

M	152.37	g/mol
SMILES	C[Si](C)(C)O.[SiH2]=S



ii wins, 0.0210 hartree ahead of the next structure.